C53H75BF5NO16S4 | the ωB97M-V functional and the def2-TZVPD basis

Output
Energy: -148028.683 eV
E_HOMO: -0.3226 Ha

Each line ends with the Löwdin charge.
Positions of all 155 atoms, in Å:
C: 1.13 -0.54 1.31  -0.053
C: 0.34 0.03 0.10  -0.154
N: -1.08 -0.41 -0.08  -0.191
C: -1.34 -1.86 0.21  0.008
C: -1.95 0.51 0.95  -0.075
C: -3.52 0.39 0.72  -0.018
C: -1.47 -0.31 -1.58  -0.061
C: -1.40 1.06 -2.25  -0.175
O: -0.06 1.22 -2.61  -0.202
C: 0.32 2.37 -3.37  -0.055
H: 1.67 -1.43 0.98  0.066
H: 0.58 -0.78 2.23  0.064
H: 1.76 0.20 1.80  0.061
H: 0.98 -0.05 -0.78  0.119
H: 0.38 1.11 0.28  0.105
H: -0.63 -2.42 -0.40  0.097
H: -2.35 -2.07 -0.14  0.094
H: -1.31 -2.04 1.29  0.096
H: -1.59 1.54 0.86  0.086
H: -1.65 0.34 1.98  0.074
H: -3.75 1.15 -0.04  0.069
H: -4.08 0.62 1.63  0.076
H: -3.88 -0.53 0.25  0.055
H: -2.55 -0.45 -1.50  0.104
H: -1.01 -1.11 -2.15  0.122
H: -1.73 1.79 -1.50  0.129
H: -2.07 0.95 -3.11  0.126
H: -0.14 3.22 -2.86  0.072
H: -0.06 2.28 -4.38  0.084
H: 1.40 2.51 -3.32  0.084
O: -4.52 -5.34 -2.94  0.122
C: -4.96 -4.39 -2.34  -0.394
O: -5.49 -3.34 -2.92  0.204
B: -5.91 -2.31 -1.87  -0.724
O: -5.51 -2.90 -0.55  0.170
C: -4.95 -4.15 -0.74  -0.291
O: -4.51 -4.95 0.08  0.100
O: -7.36 -1.78 -1.79  0.213
C: -7.33 -0.48 -1.93  -0.379
O: -8.34 0.24 -1.86  0.109
C: -5.90 -0.07 -2.18  -0.466
O: -5.17 -1.08 -2.18  0.237
O: -5.57 1.07 -2.45  0.135
F: 2.66 5.82 -2.93  0.043
C: 3.31 5.28 -3.99  -0.281
C: 4.71 5.45 -4.12  0.013
C: 5.41 4.62 -5.08  -0.064
C: 4.66 4.04 -6.08  -0.114
C: 3.26 4.03 -6.08  -0.060
C: 2.62 4.70 -5.02  -0.042
H: 5.22 6.06 -3.39  0.105
H: 6.48 4.56 -5.05  0.099
H: 5.16 3.47 -6.85  0.098
H: 2.66 3.48 -6.80  0.104
H: 1.54 4.70 -5.00  0.102
F: 2.92 -1.64 3.90  0.029
C: 4.24 -1.26 3.96  -0.263
C: 5.22 -2.20 4.26  -0.004
C: 6.58 -1.82 4.22  -0.060
C: 6.85 -0.45 4.03  -0.102
C: 5.86 0.50 3.84  -0.062
C: 4.53 0.05 3.77  -0.028
H: 4.99 -3.22 4.52  0.115
H: 7.45 -2.43 4.41  0.105
H: 7.84 -0.04 4.17  0.098
H: 6.14 1.54 3.89  0.107
H: 3.81 0.85 3.59  0.074
F: 0.76 -4.03 2.73  0.056
C: 0.28 -5.19 2.23  -0.249
C: 1.01 -6.40 2.05  -0.031
C: 0.51 -7.50 1.40  -0.091
C: -0.85 -7.51 1.16  -0.106
C: -1.62 -6.40 1.35  -0.082
C: -1.05 -5.23 1.84  -0.021
H: 2.03 -6.41 2.39  0.107
H: 1.13 -8.37 1.26  0.109
H: -1.26 -8.45 0.81  0.107
H: -2.60 -6.42 0.90  0.096
H: -1.53 -4.27 1.88  0.096
F: 6.43 -3.37 1.23  0.079
C: 5.42 -3.11 0.44  -0.295
C: 4.47 -4.13 0.11  0.002
C: 3.44 -3.87 -0.83  -0.063
C: 3.21 -2.54 -1.24  -0.100
C: 4.10 -1.54 -0.83  -0.095
C: 5.30 -1.82 -0.13  -0.001
H: 4.38 -5.10 0.57  0.099
H: 2.65 -4.58 -1.02  0.080
H: 2.29 -2.23 -1.73  0.065
H: 4.00 -0.54 -1.20  0.095
H: 6.06 -1.07 0.00  0.108
F: -3.79 4.10 -3.55  0.079
C: -3.08 3.63 -4.58  -0.300
C: -2.22 4.51 -5.21  -0.006
C: -1.53 4.03 -6.35  -0.090
C: -1.92 2.84 -6.85  -0.150
C: -2.72 1.94 -6.23  -0.086
C: -3.43 2.38 -5.12  0.005
H: -2.04 5.45 -4.71  0.117
H: -0.81 4.65 -6.87  0.103
H: -1.42 2.64 -7.78  0.105
H: -2.89 0.96 -6.65  0.112
H: -3.99 1.76 -4.43  0.098
C: -0.26 5.51 -0.68  -0.243
S: -1.39 6.33 0.50  0.857
O: -2.56 6.60 -0.44  -0.583
C: -1.75 4.87 1.62  -0.236
H: 0.48 6.30 -0.87  0.041
H: -0.79 5.13 -1.54  0.044
H: 0.21 4.67 -0.16  0.022
H: -1.98 3.96 1.05  0.034
H: -2.57 5.04 2.31  0.053
H: -0.81 4.59 2.09  0.020
C: -1.55 -4.25 -3.92  -0.254
S: 0.12 -4.41 -3.26  0.862
O: 0.40 -3.06 -2.67  -0.576
C: -0.34 -5.66 -1.98  -0.239
H: -1.32 -3.83 -4.90  0.044
H: -2.29 -3.70 -3.34  0.055
H: -2.01 -5.21 -4.16  0.054
H: -1.19 -5.27 -1.42  0.044
H: 0.51 -5.88 -1.33  0.031
H: -0.69 -6.59 -2.42  0.061
C: 1.76 1.49 4.83  -0.217
S: 0.00 2.06 4.53  0.890
O: -0.18 1.68 3.06  -0.578
C: -0.74 0.65 5.40  -0.273
H: 1.82 1.42 5.92  0.057
H: 2.55 2.10 4.39  0.034
H: 1.82 0.50 4.39  0.027
H: -0.38 -0.25 4.89  0.051
H: -1.82 0.65 5.49  0.031
H: -0.46 0.58 6.45  0.056
C: -4.41 -2.87 3.47  -0.206
S: -4.10 -1.22 4.35  0.869
O: -2.60 -1.06 4.01  -0.611
C: -4.14 -1.75 6.11  -0.245
H: -4.37 -2.84 2.38  0.038
H: -5.23 -3.45 3.90  0.050
H: -3.58 -3.49 3.82  0.037
H: -3.44 -1.08 6.63  0.044
H: -3.80 -2.78 6.14  0.051
H: -5.15 -1.69 6.51  0.051
C: 2.82 3.42 0.69  -0.035
O: 2.07 3.99 1.67  -0.009
C: 2.57 4.45 2.74  -0.634
O: 3.72 4.37 3.14  0.115
O: 1.56 5.13 3.31  -0.026
C: 1.51 5.49 4.66  -0.055
H: 2.25 2.93 -0.10  0.100
H: 3.58 2.82 1.20  0.102
H: 3.31 4.33 0.34  0.115
H: 0.64 6.10 4.89  0.106
H: 2.47 5.92 4.93  0.098
H: 1.51 4.60 5.29  0.071

C53H77Cl2NO45 | the ωB97M-V functional and the def2-TZVPD basis

Output
Energy: -174879.203 eV
Energy above the lowest of the compared OMol25 structures with the same formula, charge and spin: 3.627 eV
E_HOMO: -0.3529 Ha

Each line ends with the Löwdin charge.
Positions of all 178 atoms, in Å:
C: -0.13 1.92 2.48  -0.069
C: 0.52 3.22 1.78  -0.342
C: -0.42 4.54 1.92  -0.082
C: 1.07 2.97 0.30  -0.152
C: 0.07 2.23 -0.71  -0.278
C: -1.49 2.52 -0.48  -0.074
C: 0.33 0.63 -0.83  -0.139
O: 0.53 0.30 -2.23  -0.100
N: 1.61 -0.47 -2.51  -0.129
C: 1.61 -1.80 -1.91  -0.373
O: 1.98 -2.12 -0.77  0.093
O: 1.08 -2.87 -2.72  0.053
C: 2.91 0.20 -2.59  -0.569
Cl: 3.80 0.48 -1.01  0.560
C: 2.87 1.62 -3.40  -0.601
C: 3.48 1.40 -4.90  -0.130
Cl: 3.97 2.89 -2.58  0.503
H: -1.21 2.22 2.75  0.055
H: 0.37 1.69 3.49  0.084
H: -0.20 1.00 1.81  0.066
H: 1.45 3.47 2.42  0.125
H: 0.18 5.40 2.40  0.059
H: -1.35 4.36 2.54  0.070
H: -0.68 4.92 0.86  0.065
H: 1.45 3.92 -0.21  0.100
H: 2.00 2.30 0.41  0.090
H: 0.32 2.64 -1.76  0.130
H: -2.03 2.07 -1.40  0.081
H: -1.91 1.94 0.42  0.083
H: -1.78 3.61 -0.45  0.076
H: -0.67 0.14 -0.51  0.120
H: 1.11 0.25 -0.10  0.104
H: 1.67 -3.04 -3.48  0.115
H: 3.60 -0.47 -3.22  0.125
H: 1.82 2.04 -3.54  0.089
H: 4.43 0.76 -4.85  0.081
H: 3.74 2.39 -5.40  0.077
H: 2.65 0.89 -5.50  0.093
C: 0.87 9.63 0.65  -0.120
C: -0.08 9.00 1.62  -0.113
O: -0.11 7.64 1.20  0.046
C: 1.05 7.40 0.54  -0.538
O: 1.42 6.31 0.20  0.142
O: 1.74 8.55 0.31  0.055
H: 1.43 10.45 1.10  0.134
H: 0.38 9.99 -0.25  0.140
H: 0.28 9.04 2.65  0.125
H: -1.08 9.44 1.57  0.142
C: 0.91 -2.94 2.36  -0.116
C: 1.68 -4.20 2.14  -0.119
O: 2.46 -4.32 3.33  0.073
C: 1.81 -3.62 4.30  -0.543
O: 2.10 -3.66 5.46  0.132
O: 0.78 -2.89 3.78  0.059
H: -0.08 -2.97 1.89  0.117
H: 1.44 -2.05 2.02  0.135
H: 1.04 -5.08 2.05  0.130
H: 2.33 -4.14 1.26  0.133
C: 0.10 5.55 -5.25  -0.140
C: 1.40 5.15 -4.62  -0.127
O: 1.65 3.87 -5.17  0.018
C: 0.97 3.80 -6.35  -0.539
O: 1.09 2.92 -7.15  0.137
O: 0.13 4.87 -6.50  0.062
H: 0.03 6.63 -5.40  0.132
H: -0.76 5.21 -4.68  0.097
H: 2.22 5.82 -4.89  0.124
H: 1.33 5.10 -3.53  0.133
C: 0.91 8.13 -9.86  -0.132
C: 1.72 6.89 -10.10  -0.130
O: 2.52 6.80 -8.93  0.070
C: 1.87 7.48 -7.94  -0.539
O: 2.18 7.46 -6.79  0.151
O: 0.81 8.18 -8.44  0.067
H: -0.08 8.07 -10.32  0.136
H: 1.42 9.03 -10.21  0.135
H: 1.09 5.99 -10.17  0.138
H: 2.34 6.96 -10.99  0.135
C: 0.49 7.02 5.90  -0.126
C: 1.83 7.59 6.23  -0.131
O: 1.77 8.89 5.66  0.059
C: 0.46 9.23 5.58  -0.563
O: 0.06 10.33 5.30  0.151
O: -0.35 8.17 5.84  0.063
H: 0.13 6.32 6.65  0.139
H: 0.47 6.52 4.92  0.127
H: 1.99 7.68 7.31  0.136
H: 2.65 7.01 5.79  0.136
C: -4.09 -4.62 -0.04  -0.123
C: -2.78 -5.26 0.29  -0.125
O: -1.86 -4.17 0.18  0.055
C: -2.57 -3.03 0.37  -0.549
O: -2.08 -1.94 0.52  0.133
O: -3.91 -3.27 0.38  0.067
H: -4.92 -5.09 0.48  0.131
H: -4.30 -4.63 -1.12  0.139
H: -2.75 -5.65 1.30  0.111
H: -2.51 -6.06 -0.41  0.131
C: -3.80 -10.49 -1.43  -0.122
C: -3.20 -9.35 -2.20  -0.127
O: -3.91 -8.22 -1.71  0.057
C: -4.37 -8.55 -0.47  -0.543
O: -4.86 -7.77 0.30  0.146
O: -4.20 -9.88 -0.21  0.071
H: -3.08 -11.29 -1.25  0.117
H: -4.68 -10.91 -1.92  0.138
H: -2.14 -9.22 -2.00  0.124
H: -3.35 -9.46 -3.28  0.126
C: 2.03 -5.07 8.42  -0.136
C: 2.82 -4.15 9.30  -0.129
O: 3.06 -4.95 10.46  0.060
C: 2.98 -6.25 10.07  -0.551
O: 3.29 -7.18 10.76  0.153
O: 2.49 -6.36 8.80  0.064
H: 2.22 -4.89 7.36  0.105
H: 0.95 -5.01 8.60  0.131
H: 3.78 -3.87 8.86  0.138
H: 2.26 -3.25 9.56  0.135
C: 1.07 -9.63 1.39  -0.120
C: -0.29 -9.01 1.48  -0.136
O: -0.99 -9.61 0.39  0.055
C: -0.36 -10.79 0.12  -0.538
O: -0.79 -11.62 -0.63  0.139
O: 0.80 -10.90 0.81  0.072
H: 1.54 -9.75 2.37  0.140
H: 1.75 -9.07 0.74  0.134
H: -0.81 -9.26 2.41  0.127
H: -0.26 -7.92 1.37  0.121
C: -4.06 1.01 -5.17  -0.130
C: -2.72 0.41 -4.86  -0.128
O: -1.84 1.52 -4.98  0.069
C: -2.57 2.64 -4.78  -0.522
O: -2.10 3.74 -4.65  0.148
O: -3.90 2.36 -4.75  0.070
H: -4.87 0.53 -4.62  0.136
H: -4.29 1.00 -6.24  0.136
H: -2.66 0.02 -3.84  0.134
H: -2.45 -0.38 -5.56  0.138
C: -2.75 -4.67 5.02  -0.113
C: -1.47 -5.10 5.67  -0.117
O: -1.24 -6.39 5.12  0.080
C: -1.90 -6.44 3.93  -0.522
O: -1.79 -7.32 3.13  0.136
O: -2.71 -5.36 3.77  0.056
H: -2.80 -3.59 4.87  0.141
H: -3.63 -4.99 5.57  0.138
H: -0.63 -4.45 5.41  0.118
H: -1.56 -5.15 6.76  0.138
C: -4.79 1.55 4.39  -0.133
C: -4.74 3.03 4.63  -0.133
O: -3.55 3.19 5.39  0.060
C: -2.75 2.13 5.11  -0.561
O: -1.61 2.03 5.45  0.146
O: -3.42 1.18 4.40  0.057
H: -5.25 1.29 3.44  0.137
H: -5.31 1.01 5.19  0.134
H: -4.65 3.60 3.70  0.135
H: -5.61 3.39 5.18  0.135
C: 4.90 9.47 0.45  -0.136
C: 6.25 10.04 0.78  -0.132
O: 6.19 11.34 0.21  0.066
C: 4.87 11.68 0.12  -0.546
O: 4.47 12.77 -0.16  0.160
O: 4.07 10.62 0.39  0.046
H: 4.55 8.77 1.21  0.134
H: 4.89 8.97 -0.52  0.140
H: 6.42 10.14 1.85  0.135
H: 7.07 9.46 0.34  0.136
C: -0.63 -11.09 -4.93  -0.132
C: -0.15 -11.41 -6.32  -0.132
O: -1.35 -11.72 -7.01  0.068
C: -2.37 -11.09 -6.35  -0.547
O: -3.49 -11.00 -6.76  0.162
O: -1.94 -10.58 -5.16  0.042
H: -0.01 -10.34 -4.44  0.136
H: -0.70 -11.97 -4.29  0.138
H: 0.33 -10.56 -6.80  0.135
H: 0.53 -12.27 -6.33  0.137

C53H90N8O13 | the ωB97M-V functional and the def2-TZVPD basis

Output
Energy: -94961.405 eV
E_HOMO: -0.3102 Ha

Each line ends with the Löwdin charge.
Positions of all 164 atoms, in Å:
C: -4.89 -4.01 3.86  -0.081
C: -5.08 -2.59 4.33  -0.260
O: -4.57 -1.63 3.43  -0.139
C: -3.34 -1.08 3.87  -0.141
C: -2.68 -0.24 2.83  -0.026
C: -2.02 0.93 3.25  -0.185
O: -2.06 1.23 4.59  0.049
C: -1.38 1.79 2.35  -0.089
C: -0.74 3.05 2.91  -0.100
C: -1.79 4.21 2.93  -0.140
C: -1.40 5.42 2.06  -0.210
C: -2.38 5.72 0.92  -0.284
N: -1.66 6.19 -0.27  -0.015
C: -1.38 1.51 0.98  -0.083
C: -0.68 2.43 0.02  -0.078
C: 0.81 2.07 0.02  -0.128
O: 1.36 2.37 -1.27  0.019
C: 2.60 1.93 -1.45  -0.510
O: 3.36 1.73 -0.54  0.091
C: 3.02 1.72 -2.87  -0.120
C: 1.89 1.20 -3.80  -0.065
C: -2.06 0.36 0.54  -0.018
C: -2.67 -0.50 1.46  -0.008
C: -3.29 -1.72 0.85  -0.265
O: -3.23 -2.83 1.33  0.119
C: -3.96 -1.49 -0.45  -0.093
C: -5.22 -2.27 -0.67  -0.158
C: -4.99 -3.62 -1.39  -0.062
C: -3.40 -0.64 -1.32  -0.076
C: -3.98 -0.29 -2.65  -0.065
C: -3.07 -0.48 -3.84  -0.217
C: -2.60 0.63 -4.53  -0.055
C: -1.80 0.51 -5.66  -0.075
C: -1.44 -0.76 -6.11  -0.052
C: -1.90 -1.88 -5.43  -0.258
C: -1.55 -3.26 -5.94  -0.050
C: -2.71 -1.74 -4.31  0.007
C: -2.13 0.01 -0.90  -0.264
O: -1.22 0.21 -1.67  0.135
H: -5.24 -4.72 4.61  0.053
H: -5.50 -4.20 2.97  0.076
H: -3.85 -4.25 3.64  0.070
H: -6.13 -2.40 4.54  0.119
H: -4.56 -2.49 5.29  0.118
H: -3.55 -0.47 4.75  0.129
H: -2.62 -1.85 4.18  0.109
H: -1.17 1.20 4.96  0.118
H: 0.07 3.38 2.28  0.083
H: -0.40 2.88 3.92  0.105
H: -2.75 3.82 2.59  0.108
H: -1.88 4.55 3.96  0.105
H: -1.41 6.28 2.72  0.073
H: -0.38 5.35 1.69  0.101
H: -2.98 4.84 0.68  0.097
H: -3.06 6.52 1.19  0.104
H: -2.28 6.19 -1.07  0.058
H: -0.92 5.54 -0.51  0.043
H: -0.78 3.46 0.33  0.089
H: -1.02 2.29 -0.99  0.113
H: 1.34 2.61 0.80  0.120
H: 0.94 1.01 0.21  0.135
H: 3.81 0.98 -2.82  0.117
H: 3.49 2.63 -3.24  0.123
H: 2.21 0.26 -4.25  0.069
H: 1.76 1.89 -4.63  0.068
H: 0.96 1.08 -3.26  0.059
H: -5.93 -1.64 -1.20  0.106
H: -5.64 -2.46 0.32  0.112
H: -4.00 -3.63 -1.83  0.059
H: -5.75 -3.77 -2.14  0.072
H: -5.09 -4.42 -0.67  0.063
H: -4.23 0.78 -2.62  0.128
H: -4.92 -0.81 -2.85  0.119
H: -2.89 1.62 -4.19  0.108
H: -1.49 1.41 -6.16  0.099
H: -0.83 -0.84 -7.00  0.107
H: -1.75 -3.25 -7.01  0.082
H: -2.25 -3.98 -5.52  0.070
H: -0.53 -3.54 -5.74  0.055
H: -3.07 -2.63 -3.81  0.109
C: 1.77 -8.66 -6.52  -0.075
N: 0.78 -7.83 -5.85  0.011
C: 0.63 -6.48 -5.92  -0.534
C: 1.59 -5.72 -6.79  -0.003
O: -0.26 -5.93 -5.29  0.025
H: 1.27 -9.39 -7.16  0.084
H: 2.36 -9.20 -5.78  0.084
H: 2.43 -8.06 -7.13  0.070
H: 0.11 -8.29 -5.26  0.134
H: 1.34 -4.66 -6.74  0.072
H: 2.62 -5.85 -6.44  0.086
H: 1.52 -6.05 -7.83  0.087
C: 7.79 5.46 0.54  -0.078
N: 7.98 4.53 -0.56  0.006
C: 7.24 3.43 -0.88  -0.553
C: 6.05 3.12 0.00  -0.016
O: 7.53 2.74 -1.85  0.018
H: 7.65 6.46 0.15  0.057
H: 8.68 5.47 1.17  0.081
H: 6.93 5.19 1.14  0.071
H: 8.75 4.68 -1.19  0.133
H: 5.57 2.23 -0.37  0.055
H: 6.38 2.93 1.03  0.086
H: 5.34 3.94 -0.01  0.085
C: 2.26 -2.55 2.04  -0.068
N: 1.25 -2.31 3.06  0.015
C: 0.02 -2.87 3.19  -0.518
C: -0.38 -3.89 2.16  -0.031
O: -0.71 -2.55 4.11  0.027
H: 3.18 -2.91 2.51  0.083
H: 2.48 -1.62 1.51  0.081
H: 1.91 -3.29 1.33  0.073
H: 1.46 -1.63 3.79  0.137
H: -1.38 -4.24 2.39  0.061
H: -0.39 -3.44 1.16  0.092
H: 0.31 -4.74 2.17  0.093
C: -5.21 -8.60 2.19  -0.073
N: -5.45 -7.56 3.17  0.016
C: -6.22 -7.63 4.29  -0.541
C: -6.91 -8.93 4.59  -0.010
O: -6.32 -6.66 5.03  0.029
H: -4.14 -8.82 2.14  0.076
H: -5.54 -8.27 1.20  0.087
H: -5.73 -9.51 2.45  0.072
H: -5.01 -6.66 3.03  0.117
H: -7.48 -8.82 5.51  0.081
H: -7.60 -9.19 3.78  0.084
H: -6.19 -9.74 4.71  0.084
C: -2.06 -5.67 0.15  -0.068
N: -2.33 -7.08 -0.10  0.021
C: -2.18 -7.77 -1.26  -0.551
C: -1.67 -7.01 -2.46  -0.013
O: -2.45 -8.96 -1.31  0.021
H: -1.30 -5.58 0.93  0.047
H: -2.96 -5.16 0.49  0.068
H: -1.70 -5.18 -0.74  0.084
H: -2.67 -7.64 0.66  0.114
H: -1.60 -7.70 -3.30  0.068
H: -2.36 -6.21 -2.74  0.083
H: -0.68 -6.60 -2.27  0.086
C: 11.63 9.90 -0.93  -0.075
N: 10.70 9.02 -0.24  0.008
C: 9.41 9.25 0.11  -0.540
C: 8.83 10.60 -0.25  -0.010
O: 8.76 8.40 0.68  0.020
H: 11.96 9.44 -1.86  0.084
H: 12.50 10.08 -0.30  0.083
H: 11.15 10.85 -1.16  0.071
H: 11.03 8.10 0.02  0.140
H: 7.80 10.63 0.10  0.082
H: 9.39 11.40 0.24  0.085
H: 8.84 10.76 -1.33  0.085
C: 1.80 9.91 4.69  -0.076
N: 0.81 8.85 4.58  0.010
C: 0.99 7.57 4.16  -0.528
C: 2.39 7.16 3.76  -0.004
O: 0.05 6.80 4.12  0.022
H: 1.85 10.26 5.73  0.083
H: 1.52 10.75 4.06  0.083
H: 2.78 9.55 4.39  0.071
H: -0.14 9.07 4.83  0.140
H: 2.36 6.12 3.46  0.080
H: 2.75 7.76 2.93  0.087
H: 3.08 7.26 4.60  0.085

- What is the formula in the third record?
  C53H90N8O13

- energy of number 2 (C53H77Cl2NO45)?
  -174879.203 eV